43
Properties=species:S:1:pos:R:3:lowdin_charge:R:1 method="wB97M-V/def2-TZVPD" lumo_ev=-0.61 e_above_lowest_kcal_mol=0.0 orbital_gap_ha=0.3461 e_tot_ev=-657311.8950 multiplicity=1
C 1.66 -18.84 14.77 -0.11
C 1.40 -17.56 14.30 -0.06
C 2.27 -16.54 14.58 0.00
C 3.33 -16.76 15.44 -0.15
C 3.59 -18.01 15.95 0.00
C 2.78 -19.07 15.57 -0.08
N 4.21 -15.65 15.80 -0.36
O 3.99 -14.57 15.26 0.07
O 5.08 -15.85 16.61 0.09
H 0.96 -19.62 14.50 0.07
H 0.55 -17.40 13.65 0.11
H 2.16 -15.55 14.14 0.12
H 4.41 -18.18 16.62 0.12
H 2.95 -20.04 16.03 0.09
C -0.15 -18.62 22.35 -0.06
C -0.90 -19.44 21.55 -0.08
C -2.02 -20.11 22.01 -0.05
C -2.40 -19.87 23.31 -0.15
C -1.68 -19.04 24.15 0.00
C -0.53 -18.45 23.68 -0.06
N -3.60 -20.53 23.83 -0.35
O -4.33 -21.06 23.02 0.04
O -3.79 -20.50 25.03 0.08
H 0.69 -18.04 21.97 0.11
H -0.66 -19.58 20.50 0.04
H -2.55 -20.75 21.33 0.03
H -2.07 -18.90 25.15 0.12
H 0.08 -17.82 24.32 0.11
C 0.92 -22.50 12.62 -1.62
Br 2.21 -21.31 11.87 0.60
Br -0.86 -21.83 12.33 0.58
Br 1.22 -22.76 14.51 0.60
H 1.01 -23.47 12.16 -0.03
C -0.09 -20.78 17.51 -1.63
Br 1.36 -20.63 18.76 0.62
Br -1.04 -19.11 17.37 0.63
Br -1.23 -22.23 17.98 0.59
H 0.35 -20.97 16.54 -0.11
C -4.76 -19.64 18.14 -1.63
Br -4.58 -20.19 19.98 0.68
Br -6.45 -18.76 17.89 0.59
Br -4.59 -21.14 16.95 0.55
H -3.93 -18.98 17.96 -0.08

62
Properties=species:S:1:pos:R:3:lowdin_charge:R:1 method="wB97M-V/def2-TZVPD" charge=+1 lumo_ev="-2.62 / -2.46" e_above_lowest_kcal_mol=0.0 orbital_gap_ha="0.3202 / 0.2821" e_tot_ev=-86717.6019 multiplicity=5
Mn -0.20 -1.13 -0.02 0.61
C 2.58 1.28 -0.88 -0.22
Si 2.18 -0.36 -0.01 0.54
C 3.04 -1.73 -0.98 -0.22
C 2.83 -0.24 1.75 -0.33
C 4.20 -0.16 2.04 -0.09
C 4.63 -0.04 3.35 -0.07
C 3.71 0.01 4.39 -0.07
C 2.35 -0.07 4.11 -0.09
C 1.90 -0.20 2.79 -0.33
Si 0.09 -0.31 2.34 0.54
C -0.82 -1.57 3.39 -0.21
C -0.73 1.38 2.67 -0.22
H 3.67 1.31 -1.02 0.04
H 2.34 2.15 -0.26 0.02
H 2.13 1.39 -1.87 0.01
H 4.11 -1.53 -1.05 0.03
H 2.65 -1.81 -1.99 0.03
H 2.92 -2.70 -0.48 0.03
H 4.94 -0.20 1.24 0.11
H 5.69 0.02 3.57 0.11
H 4.05 0.10 5.41 0.11
H 1.64 -0.04 4.93 0.10
H -0.69 -1.33 4.46 0.03
H -0.43 -2.57 3.23 0.03
H -1.89 -1.59 3.19 0.03
H -0.72 1.55 3.75 0.04
H -1.79 1.43 2.37 0.01
H -0.20 2.23 2.24 0.02
N -0.56 0.53 -2.82 0.05
C -1.77 1.28 -3.23 -0.33
C -3.04 0.67 -2.65 -0.09
C -3.24 0.83 -1.14 -0.33
N -2.42 -0.17 -0.40 0.05
C -2.94 2.26 -0.68 -0.09
C -1.67 2.88 -1.26 -0.25
N -0.43 2.21 -0.70 0.19
C -1.62 2.74 -2.78 -0.09
H -0.72 -0.47 -2.82 0.05
H -0.25 1.37 -1.32 0.07
H 0.20 0.70 -3.47 0.11
H -1.87 1.28 -4.32 0.15
H -3.11 -0.39 -2.92 0.13
H -3.89 1.16 -3.15 0.13
H -4.29 0.63 -0.93 0.15
H -2.72 -1.09 -0.72 0.07
H -2.70 -0.16 0.58 0.09
H -2.93 2.31 0.42 0.12
H -3.76 2.90 -0.99 0.14
H -1.61 3.93 -0.96 0.15
H -0.54 1.91 0.27 0.08
H 0.38 2.82 -0.75 0.14
H -0.70 3.18 -3.17 0.13
H -2.44 3.34 -3.19 0.14
C -0.16 -4.75 -1.18 -0.10
S -1.23 -3.33 -1.25 0.46
O -2.43 -3.65 -1.95 -0.27
O -1.41 -2.87 0.16 -0.41
O -0.42 -2.21 -1.84 -0.44
H -0.49 -5.45 -1.94 0.08
H -0.25 -5.19 -0.19 0.08
H 0.86 -4.43 -1.38 0.06

32
Properties=species:S:1:pos:R:3:lowdin_charge:R:1 method="wB97M-V/def2-TZVPD" charge=+2 lumo_ev="-7.94 / -12.56" e_above_lowest_kcal_mol=98.4 orbital_gap_ha="0.2785 / 0.1083" e_tot_ev=-71515.2770 multiplicity=3
Cu 12.92 5.42 5.62 0.51
I 11.92 3.26 3.89 0.74
C 14.19 6.86 2.45 -0.22
C 14.51 5.51 1.82 -0.22
O 13.39 5.10 1.04 -0.06
O 13.43 6.70 3.61 -0.12
H 13.69 7.43 1.67 0.14
H 15.07 7.44 2.75 0.14
H 14.85 4.77 2.54 0.11
H 15.26 5.63 1.04 0.14
H 12.77 4.80 1.70 -0.03
H 13.20 7.61 3.80 0.11
C 10.33 -0.69 5.67 -0.22
C 11.85 -0.64 5.81 -0.19
O 12.34 0.60 6.33 -0.09
O 9.58 -1.23 6.79 -0.05
H 10.01 -1.23 4.77 0.12
H 10.01 0.33 5.46 0.07
H 12.30 -0.71 4.82 0.12
H 12.30 -1.40 6.46 0.14
H 12.23 1.25 5.64 -0.07
H 8.68 -1.32 6.47 0.08
C 7.81 2.00 4.04 -0.22
C 6.26 1.84 3.65 -0.04
O 5.46 2.30 4.70 0.31
O 8.14 3.31 3.87 -0.02
H 8.35 1.43 3.29 0.14
H 8.05 1.70 5.06 0.13
H 6.00 0.83 3.35 0.19
H 6.02 2.40 2.75 0.19
H 5.99 2.57 5.46 0.16
H 9.03 3.38 4.21 0.00

41
Properties=species:S:1:pos:R:3:lowdin_charge:R:1 method="wB97M-V/def2-TZVPD" charge=+1 lumo_ev=-3.04 e_above_lowest_kcal_mol=29.3 orbital_gap_ha=0.3644 e_tot_ev=-189412.0599 multiplicity=1
C 4.90 -0.58 4.45 -0.13
C 3.62 0.26 4.52 -0.70
Br 3.77 2.18 4.74 0.82
C 2.43 -0.29 4.42 -0.74
Br 2.26 -2.23 4.21 0.80
N 1.22 0.59 4.44 -0.16
P -0.22 -0.24 3.62 0.60
O -1.27 -0.46 4.88 -0.31
Cl -0.97 1.20 2.33 0.30
H 5.79 -0.01 4.75 0.08
H 5.03 -0.82 3.37 0.10
H 4.80 -1.54 4.99 0.06
H 0.99 0.89 5.40 0.15
H 1.40 1.44 3.89 0.07
H -0.92 -1.27 5.31 0.06
C 1.75 -0.30 -3.17 -0.03
C 1.63 -0.96 -1.82 -0.31
C 0.24 -0.99 -1.26 -0.08
O 0.51 -1.05 0.16 0.03
C 1.70 -0.46 0.36 -0.57
O 2.14 -0.18 1.44 0.08
O 2.33 -0.21 -0.81 0.11
H 1.30 -0.91 -3.95 0.09
H 1.26 0.67 -3.18 0.08
H 2.79 -0.12 -3.42 0.10
H 2.07 -1.96 -1.86 0.16
H -0.33 -1.85 -1.59 0.15
H -0.33 -0.08 -1.46 0.12
C -5.36 0.35 -4.07 -0.02
C -4.05 0.27 -3.32 -0.33
C -3.64 1.54 -2.64 -0.09
O -2.21 1.40 -2.59 0.05
C -1.86 0.60 -3.64 -0.54
O -0.73 0.42 -4.00 0.14
O -2.95 0.05 -4.22 0.10
H -6.20 0.42 -3.37 0.09
H -5.38 1.22 -4.72 0.09
H -5.50 -0.53 -4.70 0.09
H -4.08 -0.57 -2.61 0.16
H -4.05 1.65 -1.64 0.14
H -3.87 2.44 -3.23 0.14

41
Properties=species:S:1:pos:R:3:lowdin_charge:R:1 method="wB97M-V/def2-TZVPD" charge=+2 lumo_ev="-7.72 / -6.90" orbital_gap_ha="0.2262 / 0.2564" e_tot_ev=-144249.3154 multiplicity=7
Tb 0.84 -0.54 -1.29 1.86
Cl 3.09 3.26 0.80 0.80
C 2.04 3.37 -0.54 -0.57
C 1.78 4.62 -1.12 -0.08
C 0.94 4.73 -2.19 -0.59
Cl 0.64 6.27 -2.89 0.79
C 0.31 3.57 -2.73 -0.15
C -0.58 3.61 -3.82 0.03
C -1.15 2.45 -4.28 -0.01
C -0.83 1.24 -3.67 -0.10
N 0.02 1.15 -2.65 -0.09
C 0.59 2.31 -2.14 -0.16
C 1.46 2.21 -1.02 -0.36
O 1.71 1.01 -0.45 -0.30
H 2.26 5.50 -0.72 0.12
H -0.80 4.56 -4.29 0.11
H -1.84 2.46 -5.11 0.13
H -1.26 0.32 -4.03 0.13
Se -1.60 -3.94 5.40 1.26
N -0.24 -4.24 4.34 -0.21
C -0.34 -3.41 3.32 -0.33
C 0.60 -3.35 2.23 -0.06
C 1.73 -4.18 2.17 0.07
C 2.60 -4.06 1.11 0.01
C 2.32 -3.13 0.12 -0.09
N 1.24 -2.34 0.15 -0.08
C 0.38 -2.43 1.20 -0.13
C -0.79 -1.55 1.22 -0.13
N -0.96 -0.68 0.19 -0.05
C -2.00 0.16 0.21 -0.08
C -2.94 0.17 1.23 0.01
C -2.79 -0.71 2.27 0.07
C -1.70 -1.59 2.28 -0.06
C -1.48 -2.54 3.35 -0.33
N -2.27 -2.68 4.39 -0.21
H 1.90 -4.89 2.97 0.14
H 3.48 -4.68 1.04 0.13
H 2.99 -3.01 -0.72 0.13
H -2.09 0.85 -0.62 0.12
H -3.76 0.87 1.20 0.13
H -3.50 -0.75 3.09 0.14

145
Properties=species:S:1:pos:R:3:lowdin_charge:R:1 method="wB97M-V/def2-TZVPD" charge=+1 lumo_ev=-2.69 orbital_gap_ha=0.3012 e_tot_ev=-797947.9744 multiplicity=1
C -1.73 2.72 7.00 0.01
C -0.94 2.74 5.69 -0.32
O -0.70 4.03 5.18 -0.05
C -1.88 4.75 5.01 -0.25
N -3.00 3.91 4.51 0.13
C -2.74 2.58 4.26 -0.31
N -3.71 1.93 3.64 0.16
C -3.74 0.52 3.28 -0.08
C -4.09 -0.39 4.44 -0.33
C -3.43 -1.72 4.42 0.02
O -3.09 -0.58 5.36 -0.07
N -1.58 1.96 4.62 0.05
C -0.66 1.72 3.46 -0.10
C -0.28 0.24 3.31 -0.15
C 1.20 0.03 2.90 -0.13
C 1.29 -1.15 1.98 -0.26
C 1.72 -2.40 2.41 -0.08
C 1.71 -3.48 1.55 -0.13
C 1.28 -3.35 0.24 -0.11
C 0.87 -2.10 -0.20 -0.07
C 0.88 -1.02 0.66 -0.05
H -1.44 3.60 7.58 0.10
H -2.81 2.76 6.87 0.08
H -1.47 1.85 7.59 0.10
H 0.03 2.31 5.89 0.17
H -1.68 5.50 4.25 0.03
H -2.21 5.25 5.92 0.13
H -3.80 3.97 5.13 0.16
H -4.51 2.48 3.37 0.15
H -2.81 0.16 2.84 0.10
H -4.54 0.35 2.55 0.14
H -5.12 -0.36 4.79 0.15
H -3.62 -2.47 5.17 0.11
H -2.58 -1.80 3.76 0.10
H -1.09 2.12 2.53 0.13
H 0.26 2.28 3.63 0.12
H -0.52 -0.31 4.21 0.12
H -0.86 -0.15 2.46 0.09
H 1.61 0.93 2.43 0.12
H 1.74 -0.22 3.82 0.12
H 2.05 -2.55 3.43 0.12
H 2.01 -4.46 1.87 0.04
H 1.25 -4.21 -0.41 0.03
H 0.52 -1.97 -1.22 0.10
H 0.54 -0.06 0.28 0.11
C -0.88 6.50 0.89 -1.56
Cl 0.02 5.75 -0.42 0.54
Cl -1.67 5.27 1.88 0.58
Cl 0.17 7.52 1.87 0.55
H -1.66 7.12 0.47 -0.07
C -1.74 -6.15 -0.66 -1.51
Cl -1.51 -5.67 1.03 0.51
Cl -0.24 -5.90 -1.55 0.56
Cl -2.27 -7.82 -0.77 0.53
H -2.51 -5.52 -1.09 0.02
C 0.35 9.36 5.63 -1.55
Cl 0.52 9.93 7.29 0.55
Cl 1.88 9.50 4.76 0.53
Cl -0.23 7.69 5.59 0.53
H -0.38 9.98 5.13 0.01
C -1.73 -5.15 6.77 -1.57
Cl -1.66 -5.31 5.01 0.50
Cl -3.00 -6.16 7.44 0.54
Cl -0.17 -5.53 7.49 0.54
H -1.96 -4.11 7.00 0.00
C 0.47 5.73 -4.30 -1.54
Cl 1.78 4.89 -3.47 0.52
Cl 1.04 7.23 -5.02 0.51
Cl -0.25 4.68 -5.53 0.50
H -0.30 5.97 -3.57 -0.01
C -4.19 3.78 -1.32 -1.53
Cl -4.70 3.16 0.27 0.50
Cl -3.51 5.39 -1.16 0.53
Cl -3.05 2.67 -2.07 0.53
H -5.07 3.84 -1.94 -0.04
C -1.01 0.62 -5.44 -1.52
Cl -1.23 -0.99 -6.11 0.55
Cl -2.38 1.65 -5.85 0.53
Cl -0.79 0.55 -3.69 0.51
H -0.11 1.05 -5.88 0.00
C -6.84 7.01 -1.10 -1.55
Cl -7.16 5.45 -1.87 0.56
Cl -8.13 8.15 -1.43 0.56
Cl -6.61 6.80 0.64 0.51
H -5.92 7.39 -1.51 0.00
C 2.30 -2.19 -8.34 -1.55
Cl 1.92 -3.17 -6.92 0.52
Cl 2.09 -3.13 -9.82 0.53
Cl 1.30 -0.74 -8.38 0.50
H 3.34 -1.88 -8.28 -0.04
C -4.44 -9.76 2.44 -1.55
Cl -3.76 -8.14 2.35 0.48
Cl -5.63 -10.01 1.16 0.53
Cl -3.16 -10.97 2.35 0.53
H -4.94 -9.87 3.39 0.01
C -4.86 -0.87 -4.94 -1.58
Cl -6.11 0.34 -5.27 0.52
Cl -4.74 -1.18 -3.21 0.50
Cl -5.17 -2.35 -5.83 0.54
H -3.91 -0.47 -5.27 -0.08
C 4.42 -6.57 1.75 -1.55
Cl 5.49 -7.96 1.87 0.53
Cl 4.15 -6.12 0.07 0.52
Cl 2.88 -6.88 2.56 0.55
H 4.90 -5.74 2.26 -0.02
C 0.48 4.37 -9.50 -1.53
Cl 1.34 3.50 -10.76 0.52
Cl -0.26 3.24 -8.36 0.49
Cl 1.56 5.48 -8.67 0.53
H -0.31 4.94 -9.96 0.01
C -0.14 4.25 -14.27 -1.57
Cl -0.57 4.08 -15.97 0.54
Cl 0.44 5.89 -13.93 0.52
Cl -1.50 3.84 -13.23 0.51
H 0.67 3.56 -14.06 0.00
C -1.37 10.01 -2.76 -1.53
Cl -1.78 8.93 -1.41 0.53
Cl -1.54 9.16 -4.29 0.53
Cl -2.38 11.45 -2.72 0.55
H -0.34 10.31 -2.64 0.02
C 6.71 -2.94 1.80 -1.51
Cl 7.27 -4.09 0.60 0.55
Cl 4.96 -2.73 1.71 0.58
Cl 7.18 -3.46 3.43 0.48
H 7.17 -1.98 1.61 0.01
C 0.88 -10.05 -2.35 -1.57
Cl 1.72 -10.72 -3.75 0.53
Cl 0.15 -11.33 -1.38 0.52
Cl 1.97 -9.07 -1.37 0.50
H 0.08 -9.41 -2.71 -0.01
C 5.65 -0.02 -9.93 -1.54
Cl 4.38 1.17 -10.26 0.52
Cl 5.75 -0.35 -8.19 0.54
Cl 5.36 -1.51 -10.83 0.54
H 6.59 0.39 -10.25 0.01
C 8.13 -7.92 4.95 -1.54
Cl 6.82 -8.19 6.10 0.52
Cl 8.38 -9.34 3.94 0.53
Cl 7.80 -6.49 3.97 0.46
H 9.04 -7.74 5.51 0.00
C 8.42 -4.28 8.08 -1.54
Cl 9.58 -5.60 8.27 0.53
Cl 8.20 -3.90 6.37 0.49
Cl 6.89 -4.69 8.84 0.53
H 8.82 -3.41 8.57 0.01

55
Properties=species:S:1:pos:R:3:lowdin_charge:R:1 method="wB97M-V/def2-TZVPD" lumo_ev=0.60 e_above_lowest_kcal_mol=0.0 orbital_gap_ha=0.3174 e_tot_ev=-43011.2940 smiles=CCCCCCSc1nnc(-c2cnn(-c3ccccc3)c2-n2cccc2)n1C multiplicity=1
C 3.35 4.16 -7.10 -0.11
C 2.22 4.29 -6.08 -0.27
C 1.20 3.16 -6.16 -0.22
C 1.77 1.76 -5.88 -0.22
C 2.32 1.61 -4.47 -0.28
C 2.71 0.17 -4.20 -0.47
S 3.45 -0.05 -2.55 0.97
C 2.01 0.05 -1.59 -0.63
N 0.80 0.27 -2.01 0.03
N -0.01 0.25 -0.95 0.07
C 0.71 0.01 0.12 -0.25
C 0.21 -0.07 1.47 -0.07
C 0.83 0.43 2.64 -0.09
N 0.10 0.20 3.70 0.10
N -1.00 -0.43 3.28 -0.03
C -2.02 -0.72 4.20 -0.20
C -3.36 -0.56 3.86 -0.02
C -4.34 -0.85 4.79 -0.07
C -3.99 -1.28 6.06 -0.09
C -2.65 -1.42 6.40 -0.08
C -1.67 -1.14 5.48 -0.02
C -0.98 -0.63 1.93 -0.12
N -1.94 -1.36 1.27 -0.03
C -2.49 -1.07 0.05 -0.07
C -3.39 -2.04 -0.25 -0.08
C -3.40 -2.97 0.81 -0.08
C -2.50 -2.53 1.74 -0.10
N 2.03 -0.13 -0.23 -0.05
C 3.17 -0.44 0.58 -0.04
H 3.98 5.05 -7.08 0.07
H 2.94 4.06 -8.10 0.07
H 3.97 3.30 -6.89 0.06
H 1.70 5.23 -6.25 0.10
H 2.65 4.34 -5.07 0.10
H 0.40 3.36 -5.44 0.11
H 0.76 3.16 -7.15 0.11
H 2.55 1.53 -6.61 0.11
H 0.96 1.04 -6.02 0.12
H 3.19 2.25 -4.33 0.10
H 1.55 1.90 -3.74 0.10
H 3.48 -0.17 -4.90 0.08
H 1.85 -0.49 -4.24 0.08
H 1.76 0.95 2.73 0.11
H -3.64 -0.21 2.88 0.12
H -5.38 -0.73 4.53 0.11
H -4.76 -1.51 6.79 0.10
H -2.38 -1.74 7.40 0.10
H -0.62 -1.23 5.72 0.11
H -2.17 -0.21 -0.50 0.10
H -3.99 -2.09 -1.14 0.09
H -3.99 -3.86 0.88 0.09
H -2.19 -2.95 2.67 0.12
H 3.86 -1.05 0.00 0.07
H 2.84 -0.99 1.46 0.09
H 3.68 0.48 0.89 0.10

15
Properties=species:S:1:pos:R:3:lowdin_charge:R:1 method="wB97M-V/def2-TZVPD" lumo_ev=-0.26 e_above_lowest_kcal_mol=19.1 orbital_gap_ha=0.2450 e_tot_ev=-14625.7262 multiplicity=1
O 1.28 -0.27 -1.57 -0.52
C 2.01 -0.46 -0.40 -0.36
C 1.16 -0.53 0.87 -0.27
O 0.47 0.68 1.11 -0.32
C -0.96 0.68 0.88 -0.31
H 2.76 0.34 -0.25 0.12
H 2.58 -1.42 -0.44 0.12
H 1.81 -0.71 1.74 0.13
H 0.45 -1.39 0.78 0.12
H -1.30 1.65 1.28 0.05
H -2.84 0.54 -0.39 0.19
H -1.42 -0.21 1.33 0.04
Pb -0.42 0.65 -1.46 1.33
O -2.52 0.54 -1.49 -0.35
H -3.05 -0.10 -1.98 0.05

64
Properties=species:S:1:pos:R:3:lowdin_charge:R:1 method="wB97M-V/def2-TZVPD" charge=+1 lumo_ev=-3.48 orbital_gap_ha=0.3109 e_tot_ev=-50347.6494 multiplicity=1
N -2.93 3.07 1.87 0.08
C -2.77 1.72 1.60 -0.17
N -1.56 0.97 2.30 0.18
C -0.27 1.70 2.45 -0.47
F -0.48 2.65 3.35 0.15
F 0.61 0.83 2.94 0.18
C 0.25 2.30 1.11 -0.29
F 0.73 3.52 1.36 0.13
F 1.24 1.53 0.65 0.12
H -2.97 3.35 2.85 0.08
H -2.41 3.72 1.30 0.10
H -2.64 1.53 0.54 0.13
H -3.63 1.14 1.94 0.14
H -1.86 0.70 3.25 0.16
H -1.37 0.09 1.78 0.15
H -0.52 2.37 0.34 0.17
O -2.75 2.27 4.78 -0.03
H -1.81 2.46 4.91 0.02
H -3.05 1.98 5.65 0.08
O -0.21 3.87 6.67 -0.04
H 0.64 4.19 7.00 0.06
H 0.00 3.53 5.80 0.01
O 0.97 -0.41 -1.66 -0.04
H 1.74 -0.97 -1.46 0.06
H 1.09 0.38 -1.13 0.03
O -0.26 -3.16 -1.30 -0.04
H 0.20 -2.34 -1.50 0.01
H -1.18 -2.88 -1.18 0.06
O 1.99 -5.23 -1.05 -0.05
H 1.24 -4.67 -0.81 0.00
H 2.62 -4.63 -1.47 0.05
O -1.21 -1.95 1.47 -0.05
H -0.46 -2.48 1.12 0.02
H -1.40 -2.38 2.31 0.07
O -1.01 1.03 -3.26 -0.04
H -1.80 0.75 -2.78 0.03
H -0.29 0.49 -2.93 -0.01
O -3.07 3.38 -4.55 -0.06
H -3.08 3.15 -5.48 0.04
H -2.64 2.64 -4.12 -0.01
O 0.35 -5.30 -3.63 -0.05
H -0.11 -4.45 -3.60 0.03
H 0.64 -5.42 -2.72 0.00
O 0.44 -4.50 -6.66 -0.06
H 1.13 -5.09 -7.00 0.01
H 0.27 -4.84 -5.78 -0.01
O 3.24 -5.34 -6.12 -0.04
H 3.94 -4.73 -5.86 0.06
H 2.89 -5.69 -5.29 0.05
O 0.85 1.58 8.35 -0.07
H 0.16 2.24 8.22 0.00
H 0.53 1.01 9.06 0.04
O 1.79 -2.89 0.75 -0.05
H 2.46 -3.59 0.81 0.06
H 2.21 -2.12 1.15 0.05
O 0.29 6.44 2.84 -0.04
H 0.56 5.80 2.17 0.01
H 0.09 5.92 3.61 0.03
O 0.42 7.25 -0.23 -0.05
H 0.33 7.24 0.73 0.00
H 1.28 6.88 -0.42 0.04
O 3.31 -7.19 -8.42 -0.07
H 3.22 -6.58 -7.68 -0.02
H 4.02 -6.83 -8.96 0.03